Molecular formula: C5H9N3
Method: DFT, ωB97M-V with the def2-TZVPD basis set

Last column: Löwdin charge in e.
Cartesian coordinates (Å):
C1 -2.187 -0.054 -0.050  -0.169
C2 -1.259 1.212 -0.180  -0.102
C3 0.118 0.742 0.429  -0.238
C4 1.469 1.057 -0.141  -0.177
C5 0.047 -0.709 0.135  -0.370
H1 -2.792 -0.252 -0.936  0.113
H2 -2.795 0.083 0.844  0.104
H3 -1.704 2.076 0.337  0.103
H4 -1.131 1.530 -1.240  0.114
H5 0.038 0.871 1.511  0.151
H6 1.394 1.458 -1.197  0.132
H7 1.964 1.797 0.432  0.096
H8 2.657 -0.400 0.750  0.083
H9 -1.375 -1.974 -0.452  0.118
N1 2.179 -0.235 -0.110  -0.068
N2 1.170 -1.265 -0.172  0.066
N3 -1.261 -1.167 0.110  0.046

Values from the calculation:
calculated total energy: -360.1395 Ha
multiplicity: 1
orbital gap: 9.10 eV
E_LUMO: 1.002 eV
total charge: 0
strongest force on any atom: 2.294 eV/A